No. 1
Computed, not measured: a cluster of 7 separate species, C30H57FIN8O7 in total at a distorted geometry, with ωB97M-V/def2-TZVPD.

The geometry in XYZ format:
```
104
Properties=species:S:1:pos:R:3:mulliken_charge:R:1
C 8.21 -1.93 -1.40 -0.645
C 6.93 -2.43 -1.58 -0.129
C 5.93 -2.23 -0.42 -1.130
N 5.00 -1.05 -0.59 0.069
C 5.27 0.09 0.08 -0.447
O 6.36 0.22 0.87 -0.483
C 4.45 1.19 0.01 -0.012
C 3.29 1.14 -0.79 0.997
C 2.42 2.38 -0.77 -0.249
C 3.20 3.63 -1.20 -0.726
N 3.53 4.49 -0.34 -0.545
C 3.04 -0.04 -1.53 0.701
C 1.77 -0.05 -2.39 0.277
C 0.65 -0.79 -1.60 -0.272
F 1.99 -0.59 -3.66 -0.383
C 3.90 -1.11 -1.41 -0.818
I 3.61 -2.93 -2.47 0.192
H 8.39 -0.84 -1.43 0.262
H 9.07 -2.57 -1.16 0.285
H 6.65 -2.93 -2.51 0.301
H 6.55 -2.10 0.47 0.438
H 5.36 -3.15 -0.23 0.516
H 6.38 -0.47 1.55 0.373
H 4.67 2.10 0.56 0.584
H 1.46 2.28 -1.29 0.469
H 2.17 2.56 0.29 0.095
H 3.47 3.82 -2.26 0.424
H 4.05 5.26 -0.79 0.248
H 1.39 0.96 -2.57 0.300
H 0.23 -1.67 -2.11 -0.118
H 1.01 -1.07 -0.60 0.081
H -0.16 -0.06 -1.41 0.183
C -1.52 0.02 -5.41 -1.182
C -2.31 0.33 -4.16 0.644
O -1.89 1.08 -3.29 -0.647
N -3.53 -0.24 -4.02 -0.083
C -4.22 -1.16 -4.92 -0.929
H -0.57 0.55 -5.38 0.254
H -1.31 -1.05 -5.47 0.358
H -2.07 0.34 -6.30 0.411
H -3.99 0.02 -3.16 0.212
H -5.17 -0.71 -5.22 0.335
H -4.42 -2.08 -4.39 0.311
H -3.63 -1.38 -5.80 0.326
C -1.55 -3.39 -3.73 -0.517
C -2.37 -4.37 -4.55 0.345
O -3.30 -3.98 -5.24 -0.650
N -2.03 -5.68 -4.51 -0.174
C -0.95 -6.31 -3.76 -0.791
H -1.95 -2.39 -3.87 -0.301
H -1.62 -3.64 -2.67 0.534
H -0.51 -3.39 -4.06 0.436
H -2.61 -6.26 -5.08 0.253
H -0.28 -6.81 -4.46 0.284
H -1.38 -7.05 -3.08 0.284
H -0.39 -5.58 -3.18 0.293
C 1.02 8.34 2.68 -1.306
C 1.98 7.32 2.11 0.886
O 2.89 6.85 2.77 -0.646
N 1.80 6.95 0.81 0.026
C 0.79 7.40 -0.12 -0.760
H 1.29 8.54 3.71 0.298
H 1.09 9.28 2.12 0.361
H 0.00 7.96 2.65 0.328
H 2.48 6.26 0.50 0.154
H 0.21 6.54 -0.46 0.102
H 1.29 7.85 -0.99 0.310
H 0.13 8.13 0.32 0.363
C -1.31 4.00 0.05 -1.201
C -0.78 2.86 0.89 0.760
O -0.11 1.96 0.40 -0.526
N -1.07 2.86 2.21 -0.140
C -1.84 3.83 2.96 -0.962
H -1.00 3.87 -0.98 0.324
H -2.40 4.02 0.09 0.392
H -0.91 4.95 0.42 0.165
H -0.69 2.07 2.70 0.213
H -1.21 4.25 3.75 0.319
H -2.69 3.33 3.42 0.300
H -2.21 4.64 2.33 0.367
C 1.05 -2.66 2.42 -0.847
C 0.00 -3.75 2.41 0.676
O 0.26 -4.88 2.02 -0.681
N -1.24 -3.44 2.83 -0.084
C -1.73 -2.16 3.32 -0.729
H 1.99 -3.06 2.05 0.228
H 0.74 -1.84 1.77 0.073
H 1.20 -2.30 3.44 0.400
H -1.89 -4.21 2.80 0.202
H -2.11 -2.29 4.34 0.265
H -2.56 -1.83 2.68 0.259
H -0.96 -1.40 3.32 0.256
C -4.74 -4.21 5.46 -1.245
C -4.85 -2.75 5.84 0.787
O -3.88 -2.01 5.86 -0.653
N -6.08 -2.28 6.17 -0.166
C -7.34 -2.99 6.21 -0.818
H -3.70 -4.44 5.22 0.249
H -5.06 -4.84 6.29 0.384
H -5.35 -4.42 4.58 0.355
H -6.08 -1.30 6.42 0.236
H -8.04 -2.51 5.52 0.281
H -7.75 -2.94 7.22 0.287
H -7.22 -4.04 5.93 0.316
```

Results
2S+1 = 1
HOMO-LUMO gap = 7.46 eV
E_tot = -69097.900 eV
charge = +1
LUMO energy = -0.1273 hartree

No. 2
Computed, not measured: a cluster of 3 separate species, C30H58BN6O4 in total at a distorted geometry, with ωB97M-V/def2-TZVPD.

The geometry in XYZ format:
```
99
Properties=species:S:1:pos:R:3:mulliken_spin:R:1
C -6.06 -1.80 11.22 0.000
B -5.28 -1.14 9.94 0.000
O -6.14 -0.51 8.95 0.000
N -3.77 -1.15 9.83 0.000
C -3.29 -1.77 8.61 0.000
N -4.10 -2.58 7.85 0.000
N -1.90 -1.63 8.10 0.000
C -1.90 -0.46 7.15 0.000
C -0.79 -0.61 5.96 0.000
C -1.03 0.69 5.01 0.000
N 0.20 1.15 4.32 0.000
C 0.24 2.62 4.10 0.000
C 0.36 2.96 2.54 0.000
C 1.20 4.22 2.13 0.000
C 1.38 4.60 0.62 0.000
C 0.73 3.70 -0.46 0.003
C -0.11 2.47 -0.05 0.008
C -0.32 2.09 1.45 -0.002
O -1.14 0.95 1.71 0.000
H -5.70 -2.86 11.46 0.000
H -7.20 -1.78 11.04 0.000
H -5.89 -1.07 12.11 0.000
H -6.09 -0.98 8.10 0.000
H -3.32 -1.55 10.67 0.000
H -4.22 -2.32 6.86 0.000
H -4.48 -3.45 8.25 0.000
H -1.29 -1.35 8.90 0.000
H -1.62 0.51 7.70 0.000
H -2.90 -0.28 6.63 0.000
H -0.98 -1.58 5.39 0.000
H 0.25 -0.60 6.42 0.000
H -1.86 0.43 4.27 0.000
H -1.41 1.52 5.72 0.000
H 1.06 0.79 4.76 0.000
H -0.60 3.20 4.63 0.000
H 1.23 3.00 4.58 0.000
H 1.67 4.88 2.94 0.000
H 1.97 5.52 0.33 0.000
H 0.83 3.90 -1.59 -0.003
H -0.59 1.81 -0.86 -0.007
H -2.06 1.26 1.89 0.000
C -0.89 3.52 -6.59 0.001
C 0.06 2.63 -5.76 0.044
C 0.83 1.67 -6.70 0.015
C -0.04 0.54 -7.24 -0.016
C -0.74 -0.20 -6.10 0.019
C -1.51 0.73 -5.15 0.044
N -0.70 1.90 -4.70 0.318
O 0.19 1.46 -3.77 0.567
C -2.81 1.21 -5.82 0.003
C -2.02 -0.13 -3.95 -0.007
C 1.08 3.64 -5.16 -0.006
H -0.37 4.40 -7.00 0.001
H -1.31 3.01 -7.46 0.001
H -1.71 3.90 -5.98 -0.004
H 1.68 1.23 -6.17 0.003
H 1.25 2.23 -7.54 0.002
H -0.78 0.92 -7.95 0.000
H 0.58 -0.16 -7.80 0.001
H -1.42 -0.95 -6.53 0.002
H 0.02 -0.77 -5.55 0.003
H -3.32 1.95 -5.20 -0.005
H -3.51 0.38 -5.97 0.000
H -2.66 1.64 -6.81 0.001
H -1.21 -0.65 -3.43 0.002
H -2.71 -0.90 -4.29 0.000
H -2.55 0.49 -3.22 0.003
H 0.57 4.35 -4.49 0.002
H 1.57 4.21 -5.95 0.000
H 1.88 3.15 -4.59 0.003
C 4.29 -0.82 -1.05 0.015
C 3.23 -1.04 -2.16 0.037
C 1.88 -1.42 -1.51 0.023
C 1.86 -2.85 -0.96 -0.022
C 2.29 -3.85 -2.03 0.019
C 3.64 -3.49 -2.70 0.036
N 3.71 -2.06 -3.13 0.303
O 2.96 -1.94 -4.26 0.602
C 4.80 -3.80 -1.73 0.005
C 3.87 -4.48 -3.87 -0.002
C 3.08 0.36 -2.80 -0.043
H 4.25 0.19 -0.64 0.002
H 4.16 -1.48 -0.19 0.001
H 5.31 -0.95 -1.44 -0.010
H 1.07 -1.32 -2.24 0.002
H 1.64 -0.73 -0.69 0.003
H 2.51 -2.93 -0.08 0.000
H 0.85 -3.09 -0.62 0.002
H 2.35 -4.85 -1.58 0.001
H 1.50 -3.90 -2.79 0.005
H 5.76 -3.46 -2.14 -0.007
H 4.89 -4.88 -1.56 0.001
H 4.68 -3.36 -0.74 0.001
H 3.05 -4.47 -4.60 -0.001
H 3.94 -5.51 -3.51 0.000
H 4.80 -4.25 -4.40 0.001
H 4.02 0.68 -3.26 -0.004
H 2.81 1.11 -2.05 0.000
H 2.30 0.40 -3.56 0.034
```

Results
2S+1 = 3
HOMO-LUMO gap (alpha / beta) = 4.18 / 4.36 eV
E_tot = -49842.493 eV
⟨S²⟩ = 2.009
charge = +1
LUMO energy (alpha / beta) = -0.2070 / -0.2070 hartree